Molecular formula: C2H5NO
Method: DFT, ωB97M-V with the def2-TZVPD basis set

Each line ends with the Löwdin charge.
Cartesian coordinates (Å):
C -0.96 0.22 0.26  -0.134
N 0.23 0.29 -0.57  -0.124
C 1.80 -0.70 -0.07  -0.128
O 1.51 -1.38 0.82  0.003
H -0.68 -0.05 1.28  0.071
H -1.52 1.16 0.29  0.068
H -1.65 -0.57 -0.08  0.088
H 0.08 0.27 -1.56  0.090
H 1.18 0.76 -0.38  0.067

- Multiplicity: 1
- Maximum force: 3.4 eV/Å
- HOMO-LUMO gap: 9.9014 eV
- Net charge: 0
- Energy above the lowest of the compared OMol25 structures with the same formula, charge and spin: 2.733 eV

---

Molecular formula: C18H15ClN2O
Method: DFT, ωB97M-V with the def2-TZVPD basis set

Each line ends with the Löwdin charge.
Cartesian coordinates (Å):
C 2.17 3.74 0.34  -0.035
C 2.27 2.27 0.10  -0.321
N 3.39 1.68 0.42  0.153
C 3.53 0.36 0.21  -0.215
C 4.75 -0.26 0.56  -0.015
C 4.93 -1.60 0.36  -0.080
C 3.90 -2.38 -0.19  -0.078
C 2.70 -1.82 -0.53  -0.016
C 2.49 -0.44 -0.34  -0.100
C 1.27 0.22 -0.66  -0.076
C 1.17 1.57 -0.44  0.042
H 0.26 2.10 -0.67  0.105
C 0.13 -0.55 -1.26  -0.513
O 0.04 -0.80 -2.44  0.082
N -0.79 -0.93 -0.34  0.073
H -0.67 -0.67 0.62  0.158
C -2.02 -1.59 -0.71  -0.144
C -3.22 -0.90 -0.11  -0.231
C -4.04 -1.57 0.79  -0.040
C -5.13 -0.95 1.36  -0.081
C -5.43 0.36 1.04  -0.082
C -4.63 1.05 0.14  -0.104
C -3.54 0.42 -0.42  -0.587
Cl -2.56 1.30 -1.55  0.761
H -4.85 2.07 -0.12  0.103
H -6.28 0.85 1.48  0.105
H -5.75 -1.50 2.06  0.104
H -3.80 -2.60 1.05  0.112
H -2.06 -1.56 -1.81  0.125
H -2.00 -2.64 -0.39  0.126
H 1.91 -2.41 -0.97  0.116
H 4.06 -3.44 -0.34  0.102
H 5.86 -2.07 0.62  0.102
H 5.53 0.36 0.97  0.110
H 1.99 4.26 -0.60  0.082
H 3.09 4.11 0.77  0.076
H 1.34 3.96 1.01  0.080

- Multiplicity: 1
- Maximum force: 0.7 eV/Å
- HOMO-LUMO gap: 9.0470 eV
- Net charge: 0

---

Molecular formula: C5H8O2
Method: DFT, ωB97M-V with the def2-TZVPD basis set

Each line ends with the Löwdin charge.
Cartesian coordinates (Å):
O 2.00 -0.01 -0.25  -0.023
C 0.82 0.34 0.46  -0.340
C 0.02 1.36 -0.36  -0.186
C -1.14 0.70 -1.04  0.110
O -1.21 -0.30 1.41  -0.029
C -0.80 -0.76 -0.88  -0.190
C -0.20 -0.80 0.53  -0.340
H 2.63 -0.40 0.37  0.099
H 1.06 0.70 1.47  0.152
H -0.27 2.26 0.20  0.116
H 0.61 1.72 -1.22  0.134
H -2.07 -0.66 1.15  0.102
H -1.60 -1.48 -1.06  0.108
H -0.02 -0.93 -1.65  0.139
H 0.19 -1.76 0.89  0.149

- Multiplicity: 1
- Maximum force: 0.5 eV/Å
- HOMO-LUMO gap: 8.6750 eV
- Net charge: 0
- Energy above the lowest of the compared OMol25 structures with the same formula, charge and spin: 4.049 eV

---

Molecular formula: C2H8NO
Method: DFT, ωB97M-V with the def2-TZVPD basis set

Each line ends with the Löwdin charge.
Cartesian coordinates (Å):
O -0.14 -0.19 -2.72  -0.606
H -0.26 -0.56 -3.59  -0.211
C 0.94 -0.77 0.79  -0.172
N 0.32 0.42 0.02  -0.191
C -0.86 1.03 0.78  -0.166
H 1.24 -1.51 -0.02  0.074
H 1.83 -0.47 1.38  0.051
H 0.20 -1.38 1.33  0.036
H -0.15 -0.01 -0.85  0.020
H -1.24 0.25 1.50  0.049
H -1.60 1.43 0.05  0.071
H -0.29 1.78 1.34  0.043

- Multiplicity: 1
- Maximum force: 2.8 eV/Å
- HOMO-LUMO gap: 6.8543 eV
- Net charge: -1
- Energy above the lowest of the compared OMol25 structures with the same formula, charge and spin: 1.314 eV

---

Molecular formula: C12H40O8
Method: DFT, ωB97M-V with the def2-TZVPD basis set

Each line ends with the Löwdin charge.
Cartesian coordinates (Å):
C -0.07 -0.28 -5.06  -0.074
C -0.21 0.22 -3.61  -0.288
O -0.93 -0.79 -2.85  -0.079
H 0.48 0.34 -5.74  0.061
H -1.07 -0.38 -5.52  0.080
H 0.39 -1.27 -5.04  0.070
H -0.80 1.11 -3.55  0.086
H 0.67 0.62 -3.08  0.096
H -1.04 -0.42 -2.02  -0.021
C -0.58 2.03 -0.37  -0.050
C -1.21 0.95 0.59  -0.251
O -1.78 -0.13 -0.20  -0.099
H -1.26 2.25 -1.21  0.077
H 0.31 1.60 -0.85  0.060
H -0.35 2.96 0.14  0.063
H -1.80 1.34 1.42  0.101
H -0.42 0.58 1.23  0.054
H -2.17 -0.77 0.41  0.032
C -3.31 -3.10 -0.72  -0.047
C -3.30 -3.25 0.80  -0.251
O -3.09 -1.96 1.47  -0.101
H -3.98 -2.32 -0.91  0.062
H -3.69 -3.98 -1.21  0.088
H -2.36 -2.80 -1.11  0.054
H -2.54 -3.95 1.15  0.108
H -4.29 -3.64 1.15  0.127
H -3.21 -2.16 2.38  0.073
C -1.76 0.34 4.17  -0.098
C -0.51 -0.42 3.92  -0.345
O 0.48 0.06 4.80  -0.065
H -2.23 0.04 5.09  0.075
H -2.54 0.25 3.40  0.073
H -1.51 1.35 4.23  0.061
H -0.28 -0.57 2.84  0.097
H -0.66 -1.49 4.19  0.117
H 0.16 -0.13 5.69  0.090
C 0.50 -2.40 -0.20  -0.118
O -0.31 -2.67 0.98  -0.115
H 0.06 -2.89 -1.14  0.107
H 1.49 -2.78 -0.03  0.066
H 0.52 -1.31 -0.31  0.049
H -1.16 -2.35 0.78  -0.036
C 2.31 0.94 1.65  -0.204
O 3.43 0.35 2.13  -0.099
H 1.67 1.23 2.43  0.068
H 1.84 0.22 1.00  0.059
H 2.63 1.75 1.02  0.072
H 4.14 0.46 1.45  0.101
C 2.02 5.00 -1.09  -0.133
O 3.33 4.46 -0.97  -0.123
H 2.00 6.03 -0.92  0.051
H 1.31 4.53 -0.41  0.061
H 1.80 4.87 -2.15  0.086
H 3.70 4.59 -0.10  0.060
C 3.03 -0.69 -1.68  -0.183
O 3.04 0.68 -1.52  -0.101
H 2.13 -1.14 -2.08  0.065
H 3.22 -1.25 -0.76  0.075
H 3.88 -0.94 -2.27  0.078
H 3.86 1.06 -1.83  0.082

- Multiplicity: 1
- Maximum force: 3.6 eV/Å
- HOMO-LUMO gap: 10.2283 eV
- Net charge: 0
- Energy above the lowest of the compared OMol25 structures with the same formula, charge and spin: 4.962 eV

---

Molecular formula: BrH12O6
Method: DFT, ωB97M-V with the def2-TZVPD basis set

Each line ends with the Löwdin charge.
Cartesian coordinates (Å):
Br 16.65 -20.85 8.36  0.136
O 17.94 -18.60 10.92  -0.065
H 17.74 -19.34 10.33  -0.051
H 17.67 -18.87 11.76  -0.025
O 14.17 -18.77 7.53  -0.081
H 14.84 -19.44 7.51  -0.118
H 13.62 -19.03 8.21  -0.017
O 17.06 -23.02 5.66  -0.067
H 16.75 -23.89 5.57  -0.017
H 16.84 -22.57 6.47  -0.103
O 19.25 -19.01 7.70  -0.102
H 18.63 -19.68 7.90  -0.173
H 18.68 -18.26 7.51  0.023
O 14.64 -21.51 11.10  -0.103
H 15.39 -21.72 10.52  -0.066
H 15.02 -21.23 11.92  0.003
O 14.22 -23.12 7.67  -0.106
H 13.84 -23.84 8.21  0.030
H 14.79 -22.57 8.22  -0.097

- Multiplicity: 1
- Maximum force: 3.0 eV/Å
- HOMO-LUMO gap: 8.9480 eV
- Net charge: -1
- Energy above the lowest of the compared OMol25 structures with the same formula, charge and spin: 0.733 eV

---

Molecular formula: C28H30F4N7O5S2V
Method: DFT, ωB97M-V with the def2-TZVPD basis set

Each line ends with the Löwdin charge.
Cartesian coordinates (Å):
V 1.09 -0.36 -0.71  0.906
C -2.67 -2.15 -2.37  -0.071
C -2.58 -0.65 -2.13  -0.247
N -1.83 -0.26 -0.92  -0.176
C -2.37 -0.92 0.28  -0.246
C -1.80 -2.30 0.58  -0.076
C -1.95 1.20 -0.79  -0.208
C -0.79 1.84 -0.05  -0.240
N 0.39 1.54 -0.81  -0.131
C 1.42 2.44 -0.87  -0.195
C 2.14 2.61 -2.07  -0.156
F 1.77 1.91 -3.16  0.078
C 3.18 3.51 -2.19  -0.228
F 3.79 3.64 -3.38  0.084
C 3.58 4.30 -1.13  0.042
C 2.92 4.13 0.07  -0.229
F 3.30 4.84 1.14  0.077
C 1.89 3.22 0.21  -0.151
F 1.32 3.07 1.42  0.084
H -3.06 -2.34 -3.37  0.089
H -3.35 -2.63 -1.66  0.074
H -1.70 -2.63 -2.29  0.053
H -3.60 -0.24 -2.07  0.118
H -2.08 -0.17 -2.97  0.112
H -3.47 -0.98 0.19  0.122
H -2.18 -0.26 1.13  0.090
H -2.22 -3.07 -0.06  0.061
H -2.01 -2.57 1.61  0.077
H -0.72 -2.30 0.44  0.047
H -2.90 1.48 -0.31  0.124
H -1.96 1.62 -1.80  0.116
H -0.75 1.46 0.98  0.081
H -0.96 2.92 0.02  0.125
H 4.38 5.01 -1.24  0.129
N 7.72 2.60 2.83  0.091
C 6.86 1.69 2.22  -0.322
C 6.70 0.41 2.74  -0.030
C 5.87 -0.50 2.11  -0.069
C 5.21 -0.15 0.94  -0.297
C 5.38 1.12 0.40  -0.047
C 6.20 2.03 1.04  -0.029
S 4.14 -1.31 0.17  0.601
O 4.52 -2.61 0.67  -0.292
O 4.17 -1.07 -1.26  -0.328
N 2.63 -0.93 0.60  -0.199
C 2.17 -0.77 1.87  -0.449
N 0.84 -0.47 1.87  0.101
C 0.31 -0.15 3.03  -0.129
C 1.03 -0.17 4.21  -0.058
C 2.36 -0.57 4.11  -0.119
N 2.94 -0.88 2.95  0.152
H 7.87 2.44 3.81  0.084
H 7.52 3.57 2.63  0.085
H 7.22 0.13 3.65  0.109
H 5.73 -1.49 2.51  0.109
H 4.86 1.39 -0.51  0.109
H 6.34 3.02 0.62  0.108
H -0.75 0.09 3.03  0.106
H 0.59 0.08 5.16  0.094
H 2.98 -0.65 4.99  0.110
N 1.49 -1.04 -2.76  0.022
C 0.95 -2.36 -2.99  -0.311
C 0.23 -2.65 -4.13  -0.044
C -0.39 -3.89 -4.26  -0.063
C -0.29 -4.83 -3.25  -0.260
C 0.48 -4.55 -2.12  -0.040
C 1.09 -3.32 -1.99  -0.040
S -1.16 -6.40 -3.38  0.391
O -1.51 -6.71 -2.00  -0.371
O -2.30 -6.08 -4.24  -0.374
O -0.19 -7.30 -3.98  -0.360
H 2.51 -1.03 -2.82  0.088
H 1.14 -0.37 -3.44  0.090
H 0.13 -1.90 -4.91  0.112
H -1.00 -4.12 -5.13  0.115
H 0.54 -5.30 -1.34  0.119
H 1.69 -3.10 -1.10  0.101

- Multiplicity: 4
- Maximum force: 1.5 eV/Å
- HOMO-LUMO gap (alpha / beta): 7.5367 / 7.6225 eV
- Net charge: -1
- Energy above the lowest of the compared OMol25 structures with the same formula, charge and spin: 1.235 eV
- <S²>: 3.76